The following is a DFT calculation (ωB97M-V/def2-TZVPD) of a single C2H7NSi molecule.

Spin multiplicity: 1
Energy relative to the best compared isomer or geometry (same formula, charge and spin) in kJ/mol: 186.3
HOMO level in eV: -8.89
DFT total energy in Eh: -424.54905
Strongest force on any atom in Eh/bohr: 0.1933
LUMO level in eV: 0.1
Orbital gap in eV: 8.95
Net charge: 0
SMILES: C=N[SiH2]C

```
11
Properties=species:S:1:pos:R:3:forces:R:3:lowdin_charge:R:1
Si -0.11495 -0.56388 -0.67524 -0.33 2.23 -0.42 0.433
N 1.20291 0.10194 0.13122 6.40 6.73 2.21 -0.209
C -1.42874 0.69119 -0.08131 -3.41 -1.46 -0.90 -0.269
C 2.11013 1.24531 0.35331 -5.47 -8.27 -0.73 0.026
H 2.67150 0.94992 1.22448 0.60 0.97 0.08 0.029
H -0.31274 -1.93880 -0.28046 -0.20 -0.58 -0.04 -0.069
H -2.03892 1.13280 -0.98331 1.06 -0.88 1.69 0.047
H 2.22985 2.11571 -0.26278 -0.17 0.24 -0.28 0.037
H -0.93478 1.49692 0.40115 0.47 0.66 0.43 -0.028
H -2.21878 0.23489 0.67907 1.60 0.93 -1.61 0.056
H 0.27499 -0.32496 -2.08109 -0.56 -0.57 -0.43 -0.055
```
Forces are in eV/Å.